1.
DFT (the ωB97M-V functional and the def2-TZVPD basis) results for a cluster of 4 separate species, C37H40ClNOS in total.

```
81
Properties=species:S:1:pos:R:3:mulliken_charge:R:1
C -2.7281 -0.3067 0.1103 -1.36
C -1.1961 -0.2657 -0.1894 -0.05
C -0.9134 1.0243 -1.0063 -0.65
C -0.6312 2.1597 -0.0030 0.03
O -0.7426 3.4094 -0.7112 -0.37
C -1.3277 4.4076 0.0290 -0.33
C -2.6272 4.7489 -0.2367 -0.30
C -3.2843 5.7612 0.4315 -0.67
C -2.6073 6.4512 1.4137 -0.62
C -1.2974 6.1062 1.6686 0.77
C -0.6225 5.0988 1.0201 -0.22
N 0.7307 4.6989 1.2185 1.01
C 1.6292 5.0954 0.1028 -1.05
C 2.4927 3.8593 -0.3079 0.52
C 2.3946 3.5359 -1.8006 -0.65
Cl 3.0150 1.8357 -2.0308 -0.22
C 1.2746 4.9793 2.5100 -0.54
C 2.3100 4.1552 2.9511 0.08
C 2.9075 4.3820 4.1564 -0.67
C 2.5258 5.4233 4.9823 -0.72
C 1.4848 6.2207 4.5763 -0.50
C 0.8838 5.9898 3.3578 0.78
S -0.4513 7.0806 2.9102 -0.44
H -3.1002 -1.3305 0.2026 0.37
H -2.8938 0.2708 1.0277 0.35
H -3.2980 0.1990 -0.6764 0.29
H -0.8411 -1.1540 -0.7224 0.17
H -0.6155 -0.1872 0.7399 0.32
H -1.7825 1.3344 -1.6013 0.37
H -0.0822 0.9290 -1.7160 0.22
H -1.2728 2.0982 0.8825 0.32
H 0.4085 2.0068 0.3206 -0.22
H -3.1644 4.2057 -1.0128 0.42
H -4.3218 5.9898 0.2068 0.40
H -3.0925 7.2508 1.9663 0.40
H 2.2904 5.9257 0.3730 0.47
H 1.0039 5.3084 -0.7687 0.65
H 2.1716 2.9749 0.2461 -0.97
H 3.5535 3.9915 -0.0536 0.64
H 1.3655 3.5043 -2.1615 0.18
H 3.0438 4.1559 -2.4207 0.49
H 2.6582 3.3228 2.3487 0.16
H 3.7188 3.7414 4.4992 0.36
H 3.0450 5.5892 5.9211 0.40
H 1.1745 7.0416 5.2184 0.36
C 3.4138 0.4843 1.7999 -0.20
C 3.2260 0.2609 3.1577 -0.31
C 2.4768 -0.8270 3.5851 -0.49
C 1.9119 -1.6895 2.6547 -0.44
C 2.0926 -1.4607 1.2969 -0.54
C 2.8448 -0.3746 0.8697 -0.30
H 4.0041 1.3295 1.4644 0.43
H 3.6644 0.9348 3.8837 0.37
H 2.3328 -1.0030 4.6438 0.40
H 1.3294 -2.5393 2.9882 0.39
H 1.6469 -2.1294 0.5707 0.46
H 2.9880 -0.1959 -0.1879 0.24
C -2.7409 -5.0976 -2.5657 -0.22
C -1.9336 -3.9681 -2.5584 -0.43
C -2.3989 -2.7782 -3.1011 -0.29
C -3.6701 -2.7180 -3.6556 -0.53
C -4.4741 -3.8498 -3.6710 -0.32
C -4.0104 -5.0391 -3.1248 -0.55
H -2.3799 -6.0245 -2.1365 0.38
H -0.9401 -4.0150 -2.1284 0.39
H -1.7717 -1.8949 -3.0929 0.46
H -4.0339 -1.7890 -4.0765 0.37
H -5.4637 -3.8049 -4.1084 0.37
H -4.6382 -5.9212 -3.1348 0.37
C 0.5142 -8.8648 -0.9268 -0.48
C 0.3035 -7.7839 -1.7720 -0.28
C 0.0628 -7.9947 -3.1235 -0.37
C 0.0371 -9.2870 -3.6298 -0.37
C 0.2564 -10.3674 -2.7860 -0.38
C 0.4934 -10.1567 -1.4346 -0.33
H 0.6956 -8.7005 0.1280 0.36
H 0.3262 -6.7754 -1.3769 0.39
H -0.1049 -7.1515 -3.7823 0.39
H -0.1529 -9.4520 -4.6829 0.36
H 0.2418 -11.3751 -3.1820 0.36
H 0.6623 -10.9997 -0.7763 0.36
```

The HOMO energy is -7.8 eV. Its spin multiplicity is 1. Its SMILES is CCCCOc1cccc2c1N(CCCCl)c1ccccc1S2.c1ccccc1.c1ccccc1.c1ccccc1. For the LUMO energy, the calculation gives 0.6 eV. Its total charge is 0.

=====

2.
DFT (the ωB97M-V functional and the def2-TZVPD basis) results for a cluster of 4 separate species, C37H40ClNOS in total.

```
81
Properties=species:S:1:pos:R:3:mulliken_charge:R:1
C 0.2672 -0.0571 -2.7620 -1.57
C -0.0660 -0.0136 -1.2638 0.34
C -0.3493 -1.4277 -0.7252 -0.53
C 0.9508 -2.0697 -0.2749 -0.11
O 0.7544 -3.4827 -0.1045 -0.31
C 1.8260 -4.2510 -0.4825 -0.30
C 1.7717 -4.9460 -1.6810 -0.45
C 2.8377 -5.7324 -2.0982 -0.68
C 3.9727 -5.8174 -1.3053 -0.61
C 4.0034 -5.1398 -0.0885 0.75
C 2.9468 -4.3585 0.3521 -0.21
N 2.8975 -3.6603 1.5861 1.12
C 1.9898 -4.2808 2.5821 -1.31
C 1.0092 -3.2582 3.1884 0.63
C -0.4336 -3.7108 3.0835 -0.75
Cl -1.5090 -2.2743 3.3199 -0.21
C 4.1420 -3.2361 2.1329 -0.54
C 4.1505 -2.0931 2.9357 -0.05
C 5.3228 -1.6614 3.5482 -0.76
C 6.5216 -2.3413 3.3498 -0.67
C 6.5327 -3.4559 2.5233 -0.51
C 5.3491 -3.8975 1.9292 0.68
S 5.4404 -5.3552 0.9265 -0.41
H -0.0103 0.8604 -3.2696 0.42
H 1.3302 -0.2430 -2.8841 0.37
H -0.2480 -0.8797 -3.2452 0.31
H -0.9056 0.6430 -1.0544 -0.11
H 0.7829 0.3731 -0.7044 0.26
H -0.7803 -2.0644 -1.4934 0.42
H -1.0530 -1.4271 0.1045 0.17
H 1.7583 -1.8684 -0.9746 0.36
H 1.2221 -1.6257 0.6812 -0.16
H 0.8905 -4.8599 -2.2974 0.46
H 2.7894 -6.2524 -3.0391 0.42
H 4.8179 -6.4095 -1.6144 0.41
H 2.5650 -4.7605 3.3689 0.48
H 1.3881 -5.0064 2.0480 0.69
H 1.1047 -2.3174 2.6639 -1.00
H 1.2300 -3.0454 4.2333 0.68
H -0.6744 -4.0819 2.0973 0.24
H -0.7141 -4.4118 3.8573 0.49
H 3.2454 -1.5276 3.0813 0.32
H 5.3212 -0.7800 4.1701 0.40
H 7.4214 -1.9921 3.8246 0.41
H 7.4588 -3.9811 2.3508 0.38
C 1.1996 0.7522 3.1218 -0.31
C 2.3049 1.5231 2.7873 -0.38
C 2.2090 2.4726 1.7793 -0.47
C 1.0082 2.6504 1.1053 -0.42
C -0.0953 1.8754 1.4365 -0.47
C 0.0004 0.9262 2.4450 -0.39
H 1.2696 0.0132 3.9113 0.42
H 3.2421 1.3841 3.3118 0.40
H 3.0701 3.0744 1.5189 0.41
H 0.9336 3.3913 0.3196 0.38
H -1.0291 2.0071 0.9047 0.54
H -0.8548 0.3170 2.7021 0.31
C -3.9854 3.2636 -3.4612 -0.27
C -3.5869 2.3511 -2.4942 -0.36
C -3.6182 0.9909 -2.7681 -0.29
C -4.0502 0.5420 -4.0083 -0.51
C -4.4548 1.4542 -4.9732 -0.35
C -4.4219 2.8147 -4.7001 -0.53
H -3.9574 4.3252 -3.2485 0.38
H -3.2514 2.7003 -1.5253 0.37
H -3.3046 0.2783 -2.0153 0.45
H -4.0710 -0.5188 -4.2227 0.38
H -4.7954 1.1045 -5.9393 0.37
H -4.7363 3.5262 -5.4527 0.38
C -4.0397 7.7710 -0.8430 -0.50
C -4.4011 6.4315 -0.8802 -0.27
C -5.7183 6.0733 -1.1324 -0.37
C -6.6753 7.0557 -1.3448 -0.38
C -6.3153 8.3956 -1.3023 -0.38
C -4.9977 8.7533 -1.0522 -0.32
H -3.0116 8.0496 -0.6507 0.36
H -3.6546 5.6651 -0.7123 0.39
H -5.9986 5.0279 -1.1645 0.39
H -7.7020 6.7768 -1.5436 0.36
H -7.0623 9.1619 -1.4646 0.36
H -4.7170 9.7981 -1.0205 0.36
```

The HOMO energy is -7.8 eV. Its spin multiplicity is 1. Its SMILES is CCCCOc1cccc2c1N(CCCCl)c1ccccc1S2.c1ccccc1.c1ccccc1.c1ccccc1. For the LUMO energy, the calculation gives 0.7 eV. Its total charge is 0.

=====

Which of them is most stable, and which least? Most stable: 2; least stable: 1.

=====

1.
DFT (the ωB97M-V functional and the def2-TZVPD basis) results for a cluster of 2 separate species, C2H4BrFO in total.

```
9
Properties=species:S:1:pos:R:3:mulliken_charge:R:1
C -1.0427 -0.5782 -0.7626 0.02
C 0.7725 0.4629 0.8325 -0.23
O -0.0639 -0.5685 0.8993 -0.47
F -1.5660 0.6202 -0.8142 -0.18
Br 2.2825 0.1699 -0.4797 -0.24
H -0.2368 -0.7620 -1.4659 0.32
H -1.7456 -1.3603 -0.5002 0.19
H 1.2743 0.6062 1.7942 0.31
H 0.3257 1.4098 0.4966 0.27
```

The HOMO energy is -9.9 eV. Its spin multiplicity is 1. For the LUMO energy, the calculation gives 0.3 eV. Its total charge is 0.

=====

2.
DFT (the ωB97M-V functional and the def2-TZVPD basis) results for a cluster of 2 separate species, C2H4BrFO in total.

```
9
Properties=species:S:1:pos:R:3:mulliken_charge:R:1
C -0.6693 -0.6711 -0.5747 -0.86
C -0.1258 0.3955 0.3179 0.49
O 0.4613 -0.0507 1.4623 -0.42
F -0.6574 1.6027 0.3618 -0.16
Br 2.0678 1.3153 -1.2952 -0.49
H -0.8397 -0.5403 -1.5965 0.39
H 0.2258 -1.3809 -0.7012 0.30
H -1.3867 -1.2075 -0.0778 0.36
H 0.9240 0.5370 2.1034 0.40
```

The HOMO energy is -8.7 eV. Its spin multiplicity is 1. For the LUMO energy, the calculation gives -1.2 eV. Its total charge is 0.

=====

3.
DFT (the ωB97M-V functional and the def2-TZVPD basis) results for an isolated molecule of C2H4BrFO.

```
9
Properties=species:S:1:pos:R:3:mulliken_charge:R:1
C 1.0289 -0.2505 0.4434 -1.04
C -0.5082 0.0723 -0.0021 0.50
O -0.3928 1.2207 -0.6300 -0.43
F -1.3961 0.3235 1.0357 -0.24
Br -1.3986 -1.4874 -1.0197 -0.20
H 1.0325 -1.1878 1.0214 0.33
H 1.5303 -0.6266 -0.4417 0.34
H 1.2719 0.6739 0.8207 0.35
H -1.1679 1.2619 -1.2276 0.39
```

The HOMO energy is -10.7 eV. Its spin multiplicity is 1. Its SMILES is C[C@](O)(F)Br. For the LUMO energy, the calculation gives 0.6 eV. Its total charge is 0.

=====

Which of them is most stable, and which least? Most stable: 3; least stable: 1.